[1]
The following is a DFT calculation (the ωB97M-V functional and the def2-TZVPD basis) of a cluster of 6 separate species, C14H43N3O7 in total.

Each atom is followed by the atoms it is bonded to, with distances in Å.
Element x y z (Å)
1 C -1.56075 -2.48003 -3.48487  H13 1.099, C27 1.524, C54 1.505, N64 1.484
2 H -4.53690 -5.08746 -2.97821  C57 1.091
3 H 2.03605 0.20132 -2.40585  N39 1.016
4 H -0.14486 0.84453 -5.99987  C56 1.098
5 H 2.51080 0.80633 5.04495  C48 1.099
6 H 2.73602 4.41616 4.08599  C16 1.089
7 H 1.39470 1.74049 -5.64929  C56 1.091
8 H 0.70574 2.14673 4.36234  C66 1.090
9 C 1.70764 2.29954 2.44365  H23 1.094, H62 1.096, C66 1.529, H67 1.086
10 H -1.60411 1.15871 3.27406  C26 1.093
11 H -1.54922 -1.80533 2.58808  C45 1.095
12 H -2.46317 -1.03697 -4.58088  N64 1.015
13 H -1.43197 -2.94195 -4.47354  C1 1.099
14 H 4.07228 0.94665 5.82869  C48 1.087
15 O 0.75289 0.42252 -4.18675  C24 1.415, C56 1.413
16 C 2.41494 3.50334 4.58627  H6 1.089, O34 1.415, H52 1.093, C66 1.538
17 H -0.02880 -3.60975 -2.58114  C27 1.093
18 C 0.32795 1.11748 -1.91671  C24 1.512, N39 1.496, C59 1.533, H65 1.094
19 H -3.73804 -5.25853 -1.35688  C57 1.097
20 H 0.61018 -2.09177 -3.18865  C27 1.087
21 H -2.85434 -2.94541 -1.80578  C54 1.105
22 O -2.51506 -4.62863 -2.96325  C54 1.408, C57 1.406
23 H 2.15376 3.09765 1.84251  C9 1.094
24 C 0.29116 1.49113 -3.38169  O15 1.415, C18 1.512, H31 1.100, H41 1.099
25 H -0.04572 2.01804 -0.00044  C59 1.087
26 C -2.06458 0.32398 2.73865  H10 1.093, O28 1.437, H35 1.095, C45 1.523
27 C -0.25198 -2.54673 -2.70699  C1 1.524, H17 1.093, H20 1.087, H61 1.092
28 O -1.89732 0.42582 1.31474  C26 1.437, H43 0.964
29 H 1.90905 -2.62089 1.25668  O30 0.968
30 O 2.27813 -3.38360 1.72487  H29 0.968, H49 0.962
31 H -0.74277 1.72626 -3.67321  C24 1.100
32 H 1.33665 -0.00050 -6.10533  C56 1.090
33 H -3.67477 -2.91359 -3.26276  C54 1.102
34 O 3.49502 2.59665 4.69814  C16 1.415, C48 1.400
35 H -3.12588 0.28640 3.00593  C26 1.095
36 H 2.65722 1.80444 6.44825  C48 1.098
37 O -0.00358 -0.73204 3.45059  C45 1.407, H51 0.977
38 H -0.39442 3.61601 2.82773  N50 1.015
39 N 1.69362 0.62836 -1.55027  H3 1.016, C18 1.496, H53 1.015
40 H -3.37908 -6.39168 -2.56297  C57 1.093
41 H 0.94492 2.36473 -3.51252  C24 1.099
42 H 0.78155 4.68285 2.95255  N50 1.018
43 H -2.40581 1.20255 1.05454  O28 0.964
44 H -1.21228 2.30150 -1.27543  C59 1.095
45 C -1.37825 -0.94063 3.23830  H11 1.095, C26 1.523, O37 1.407, H60 1.094
46 O 0.66728 -0.93255 0.78120  H55 0.971, H58 0.979
47 H -1.11183 -0.49599 -3.85805  N64 1.015
48 C 3.19316 1.51496 5.53419  H5 1.099, H14 1.087, O34 1.400, H36 1.098
49 H 2.59862 -3.96670 1.02946  O30 0.962
50 N 0.28097 3.97988 3.49302  H38 1.015, H42 1.018, C66 1.495
51 H 0.49164 -0.87928 2.62133  O37 0.977
52 H 2.07642 3.74138 5.59811  C16 1.093
53 H 2.25146 1.43168 -1.28035  N39 1.015
54 C -2.70130 -3.23700 -2.86034  C1 1.505, H21 1.105, O22 1.408, H33 1.102
55 H -0.25807 -0.66568 0.65418  O46 0.971
56 C 0.85297 0.79968 -5.54473  H4 1.098, H7 1.091, O15 1.413, H32 1.090
57 C -3.61672 -5.33099 -2.44430  H2 1.091, H19 1.097, O22 1.406, H40 1.093
58 H 1.16004 -0.45569 0.08315  O46 0.979
59 C -0.14138 2.28981 -1.04809  C18 1.533, H25 1.087, H44 1.095, H63 1.088
60 H -1.87873 -1.21116 4.17288  C45 1.094
61 H -0.38592 -2.09901 -1.71973  C27 1.092
62 H 2.53665 1.60204 2.60870  C9 1.096
63 H 0.29489 3.25760 -1.28831  C59 1.088
64 N -1.94081 -1.06343 -3.71131  C1 1.484, H12 1.015, H47 1.015
65 H -0.32374 0.26874 -1.68841  C18 1.094
66 C 1.25801 2.88624 3.78159  H8 1.090, C9 1.529, C16 1.538, N50 1.495
67 H 0.88981 1.81084 1.92155  C9 1.086

Output
E_LUMO = 0.0173 hartree
DFT total energy = -34016.4418 eV
SMILES string = COC[C@H](C)N.COC[C@H](C)N.COC[C@H](C)N.OCCO.O.O
multiplicity = 1
ΔE to the lowest compared entry with this formula, charge and spin = 0.0 kcal per mole
Kohn-Sham gap = 0.3593 Eh
maximum force = 0.03009 Eh/bohr
HOMO level = -9.305 eV
charge = 0


[2]
The following is a DFT calculation (the ωB97M-V functional and the def2-TZVPD basis) of an isolated molecule of C4H6N2O.

Each atom is followed by the atoms it is bonded to, with distances in Å.
Element x y z (Å)
1 H 0.89002 0.01293 1.58653  C12 1.095
2 H -2.59949 1.71020 -0.72353  N4 1.018
3 C -1.50680 0.42392 -0.10204  N4 1.259, O10 1.352, H11 1.100
4 N -2.52844 0.69637 -0.78595  H2 1.018, C3 1.259
5 C 1.59334 0.88812 -0.19076  N9 1.157, C12 1.468
6 C 0.20844 -1.21388 -0.06880  H7 1.097, O10 1.416, C12 1.539, H13 1.091
7 H 0.40302 -1.28235 -1.14600  C6 1.097
8 H 2.17078 -0.87059 0.76037  C12 1.095
9 N 1.86057 1.81131 -0.83448  C5 1.157
10 O -1.14441 -0.85476 0.14651  C3 1.352, C6 1.416
11 H -0.89274 1.19004 0.39399  C3 1.100
12 C 1.25000 -0.29946 0.60034  H1 1.095, C5 1.468, C6 1.539, H8 1.095
13 H 0.29572 -2.21184 0.36382  C6 1.091

Output
E_LUMO = 0.0221 hartree
DFT total energy = -9271.6973 eV
SMILES string = [H]/N=C/OCCC#N
multiplicity = 1
ΔE to the lowest compared entry with this formula, charge and spin = 41.6 kcal per mole
Kohn-Sham gap = 0.4159 Eh
maximum force = 0.02216 Eh/bohr
HOMO level = -10.714 eV
charge = 0


[3]
The following is a DFT calculation (the ωB97M-V functional and the def2-TZVPD basis) of an isolated molecule of C4H6N2O2.

Each atom is followed by the atoms it is bonded to, with distances in Å.
Element x y z (Å)
1 H 3.91831 -0.93274 -0.32714  N11 0.982
2 O 0.41450 -1.00784 -1.36927  O3 1.456, C13 1.407
3 O -0.50803 -1.71326 -0.49146  O2 1.456, C4 1.430
4 C -1.58219 -0.86831 -0.06963  O3 1.430, H6 1.071, C7 1.555, H12 1.042
5 N 2.36466 0.06703 -0.43860  N11 1.224, C13 1.507
6 H -2.22218 -1.38317 0.61797  C4 1.071
7 C -1.03327 0.49176 0.44814  C4 1.555, C8 1.306, H14 1.081
8 C 0.18047 0.91428 0.21480  C7 1.306, H10 1.116, C13 1.484
9 H 0.93808 0.78515 -1.78800  C13 1.104
10 H 0.38672 1.98633 0.44692  C8 1.116
11 N 2.96174 -0.99663 -0.54184  H1 0.982, N5 1.224
12 H -2.28281 -0.73897 -0.83007  C4 1.042
13 C 0.92219 0.19831 -0.85317  O2 1.407, N5 1.507, C8 1.484, H9 1.104
14 H -1.68680 0.96248 1.16918  C7 1.081

Output
E_LUMO = 0.0317 hartree
DFT total energy = -11314.5099 eV
SMILES string = [H]/N=N/[C@@H]1C=CCOO1
multiplicity = 1
ΔE to the lowest compared entry with this formula, charge and spin = 150.6 kcal per mole
Kohn-Sham gap = 0.3516 Eh
maximum force = 0.07479 Eh/bohr
HOMO level = -8.705 eV
charge = 0